[1]
{
  "formula": "C31H63N2O21P3",
  "method": "ωB97M-V/def2-TZVPD",
  "smiles": "CCOP(=O)(OCC)OCC.CCOP(=O)(OCC)OCC.CCOP(=O)(OCC)OCC.O=C1OCCO1.O=C1OCCO1.O=C1OCCO1.CC#N.CC#N",
  "spin_multiplicity": 1,
  "orbital_gap_ev": 10.41,
  "homo_energy_ev": -10.24,
  "e_above_lowest_kcal_mol": 0.0,
  "elements": ["C", "C", "O", "P", "O", "O", "C", "C", "O", "C", "C", "H", "H", "H", "H", "H", "H", "H", "H", "H", "H", "H", "H", "H", "H", "H", "C", "C", "O", "P", "O", "O", "C", "C", "O", "C", "C", "H", "H", "H", "H", "H", "H", "H", "H", "H", "H", "H", "H", "H", "H", "H", "C", "C", "O", "P", "O", "O", "C", "C", "O", "C", "C", "H", "H", "H", "H", "H", "H", "H", "H", "H", "H", "H", "H", "H", "H", "H", "O", "C", "O", "C", "C", "O", "H", "H", "H", "H", "O", "C", "O", "C", "C", "O", "H", "H", "H", "H", "O", "C", "O", "C", "C", "O", "H", "H", "H", "H", "C", "C", "N", "H", "H", "H", "C", "C", "N", "H", "H", "H"],
  "positions_angstrom": [[4.91, 0.52, 2.90], [4.83, 0.78, 4.41], [6.11, 1.21, 4.82], [6.35, 1.97, 6.27], [5.17, 2.77, 6.71], [6.82, 0.79, 7.36], [7.56, -0.35, 6.89], [8.07, -0.93, 8.29], [7.69, 2.88, 6.12], [7.83, 4.22, 6.51], [7.10, 5.05, 5.46], [4.58, 1.41, 2.35], [5.86, 0.17, 2.47], [4.09, -0.11, 2.57], [4.07, 1.52, 4.65], [4.68, -0.13, 4.99], [6.93, -0.99, 6.27], [8.38, 0.00, 6.25], [7.30, -1.30, 8.96], [8.71, -1.79, 8.07], [8.59, -0.09, 8.75], [7.34, 4.29, 7.48], [8.88, 4.49, 6.61], [6.02, 4.94, 5.53], [7.39, 6.06, 5.75], [7.41, 4.87, 4.43], [-3.09, -7.37, 7.28], [-2.70, -8.11, 6.06], [-1.43, -7.74, 5.52], [-1.11, -8.22, 3.95], [-2.12, -7.84, 2.91], [0.39, -7.71, 3.71], [0.57, -6.51, 2.93], [1.80, -5.83, 3.52], [-0.91, -9.89, 4.11], [0.19, -10.41, 4.99], [0.02, -10.50, 6.49], [-2.93, -6.29, 7.19], [-4.14, -7.51, 7.53], [-2.47, -7.70, 8.11], [-2.42, -9.15, 6.22], [-3.56, -8.00, 5.39], [0.66, -6.77, 1.87], [-0.28, -5.83, 2.97], [2.64, -6.49, 3.34], [1.95, -4.86, 3.04], [1.68, -5.65, 4.59], [0.38, -11.42, 4.64], [1.08, -9.79, 4.88], [-0.39, -9.61, 6.96], [-0.77, -11.24, 6.62], [0.92, -10.89, 6.97], [-4.13, 8.96, -9.12], [-2.74, 8.30, -8.80], [-2.69, 7.02, -9.28], [-3.90, 5.94, -9.04], [-4.37, 5.93, -7.64], [-3.35, 4.50, -9.58], [-2.22, 3.98, -8.92], [-2.61, 3.18, -7.60], [-5.04, 6.32, -10.18], [-6.34, 5.85, -10.22], [-6.60, 5.51, -11.73], [-4.49, 8.74, -10.13], [-4.82, 8.68, -8.32], [-4.05, 10.05, -9.15], [-1.98, 8.91, -9.29], [-2.51, 8.29, -7.74], [-1.73, 3.32, -9.64], [-1.45, 4.69, -8.65], [-3.02, 2.22, -7.88], [-1.76, 2.95, -6.95], [-3.31, 3.80, -7.03], [-6.54, 4.99, -9.57], [-6.90, 6.74, -9.94], [-6.29, 6.30, -12.41], [-6.07, 4.64, -12.12], [-7.66, 5.33, -11.91], [-0.43, -5.25, -3.72], [-1.54, -5.09, -3.18], [-2.21, -3.96, -3.28], [-3.34, -4.07, -2.39], [-3.47, -5.55, -2.16], [-2.17, -6.03, -2.45], [-3.14, -3.58, -1.44], [-4.15, -3.53, -2.87], [-4.25, -6.06, -2.72], [-3.68, -5.73, -1.11], [-4.32, 2.38, 4.66], [-5.01, 2.16, 3.68], [-4.76, 2.67, 2.46], [-5.60, 1.92, 1.53], [-6.74, 1.52, 2.38], [-6.13, 1.41, 3.66], [-5.87, 2.58, 0.70], [-5.11, 1.07, 1.07], [-7.11, 0.51, 2.20], [-7.52, 2.28, 2.37], [2.63, 0.38, -4.47], [3.71, 0.54, -4.00], [3.90, 0.85, -2.65], [5.27, 0.85, -2.42], [5.92, 0.99, -3.80], [4.82, 0.56, -4.61], [5.63, 1.61, -1.73], [5.51, -0.18, -2.13], [6.84, 0.43, -3.94], [6.20, 2.03, -3.97], [-0.57, 0.36, -1.10], [0.22, -0.90, -0.94], [0.82, -1.87, -0.85], [-0.74, 0.56, -2.16], [-0.02, 1.17, -0.62], [-1.53, 0.23, -0.59], [-2.00, 6.40, 0.48], [-2.12, 5.55, -0.68], [-2.16, 4.84, -1.55], [-2.66, 7.26, 0.62], [-1.00, 6.83, 0.54], [-2.16, 5.75, 1.34]]
}

---

[2]
{
  "formula": "C31H63N4O7",
  "method": "ωB97M-V/def2-TZVPD",
  "spin_multiplicity": 1,
  "charge": 1,
  "orbital_gap_ev": 8.73,
  "homo_energy_ev": -10.94,
  "e_above_lowest_kcal_mol": 62.4,
  "elements": ["C", "C", "O", "N", "C", "N", "C", "C", "N", "C", "C", "C", "C", "N", "C", "C", "O", "H", "H", "H", "H", "H", "H", "H", "H", "H", "H", "H", "H", "H", "H", "H", "H", "H", "H", "H", "H", "H", "H", "H", "C", "C", "C", "O", "C", "H", "H", "H", "H", "H", "H", "H", "H", "C", "C", "C", "O", "C", "H", "H", "H", "H", "H", "H", "H", "H", "C", "C", "C", "O", "C", "H", "H", "H", "H", "H", "H", "H", "H", "C", "C", "C", "O", "C", "H", "H", "H", "H", "H", "H", "H", "H", "C", "C", "C", "O", "C", "H", "H", "H", "H", "H", "H", "H", "H"],
  "positions_angstrom": [[-0.99, -5.69, 0.97], [-2.18, -4.89, 0.44], [-2.05, -3.53, 0.94], [-3.23, -2.86, 0.72], [-3.61, -1.81, 1.43], [-4.83, -1.25, 1.12], [-5.23, -0.41, 2.26], [-3.89, -0.19, 3.00], [-3.00, -1.31, 2.55], [-1.59, -0.80, 2.47], [-0.41, -1.75, 2.30], [0.16, -1.77, 0.87], [0.99, -3.02, 0.50], [0.76, -3.52, -0.86], [1.07, -2.62, -1.87], [0.26, -2.74, -3.16], [1.91, -1.76, -1.72], [-1.29, -6.73, 1.15], [-0.13, -5.66, 0.29], [-0.67, -5.27, 1.94], [-2.18, -4.85, -0.67], [-3.14, -5.30, 0.78], [-3.85, -3.23, 0.00], [-4.97, -0.91, 0.18], [-5.95, -0.96, 2.88], [-5.66, 0.54, 1.93], [-3.99, -0.21, 4.09], [-3.44, 0.78, 2.73], [-1.47, -0.27, 3.42], [-1.58, -0.03, 1.67], [-0.63, -2.77, 2.66], [0.37, -1.35, 2.98], [0.79, -0.88, 0.75], [-0.69, -1.67, 0.15], [0.82, -3.85, 1.20], [2.05, -2.76, 0.54], [-0.17, -3.88, -1.02], [-0.64, -3.36, -3.05], [0.89, -3.16, -3.97], [-0.06, -1.73, -3.45], [2.45, 2.32, 0.26], [1.94, 2.85, 1.60], [0.58, 2.18, 1.69], [0.68, 0.94, 1.00], [1.90, 0.90, 0.25], [3.54, 2.36, 0.15], [2.01, 2.90, -0.55], [2.59, 2.50, 2.41], [1.89, 3.93, 1.66], [-0.21, 2.77, 1.20], [0.26, 1.98, 2.72], [2.59, 0.20, 0.74], [1.69, 0.52, -0.75], [0.53, -1.52, -8.12], [0.37, -0.62, -6.90], [-1.08, -0.90, -6.51], [-1.33, -2.26, -6.87], [-0.27, -2.74, -7.71], [1.57, -1.76, -8.35], [0.09, -1.05, -9.00], [1.05, -0.93, -6.11], [0.54, 0.44, -7.11], [-1.77, -0.25, -7.05], [-1.26, -0.79, -5.44], [0.34, -3.45, -7.13], [-0.71, -3.28, -8.55], [6.28, 3.11, -3.27], [7.44, 3.67, -2.45], [6.71, 4.53, -1.43], [5.45, 3.90, -1.21], [5.22, 2.90, -2.20], [6.52, 2.20, -3.81], [5.94, 3.86, -3.99], [7.97, 2.85, -1.94], [8.16, 4.23, -3.03], [6.54, 5.54, -1.82], [7.23, 4.61, -0.48], [5.33, 1.91, -1.73], [4.20, 3.00, -2.57], [-3.04, 3.18, -0.50], [-3.58, 3.66, 0.84], [-4.91, 2.92, 0.93], [-4.72, 1.68, 0.23], [-3.50, 1.73, -0.51], [-1.96, 3.27, -0.61], [-3.51, 3.74, -1.32], [-2.91, 3.33, 1.65], [-3.68, 4.74, 0.91], [-5.71, 3.49, 0.45], [-5.21, 2.70, 1.96], [-2.75, 1.09, -0.02], [-3.68, 1.34, -1.52], [1.12, 1.01, 7.01], [1.25, 0.98, 5.49], [0.44, -0.26, 5.14], [-0.59, -0.36, 6.13], [-0.31, 0.54, 7.21], [1.30, 1.99, 7.45], [1.82, 0.30, 7.47], [0.79, 1.87, 5.06], [2.28, 0.92, 5.14], [1.06, -1.16, 5.18], [-0.02, -0.20, 4.15], [-1.01, 1.38, 7.16], [-0.47, 0.01, 8.15]]
}

---

[3]
{
  "formula": "C31H63N5O5P",
  "method": "ωB97M-V/def2-TZVPD",
  "spin_multiplicity": 1,
  "charge": 1,
  "orbital_gap_ev": 4.52,
  "homo_energy_ev": -9.28,
  "elements": ["C", "C", "C", "N", "C", "C", "P", "O", "O", "O", "C", "C", "C", "N", "C", "C", "C", "C", "O", "C", "C", "C", "C", "C", "N", "C", "C", "O", "H", "H", "H", "H", "H", "H", "H", "H", "H", "H", "H", "H", "H", "H", "H", "H", "H", "H", "H", "H", "H", "H", "H", "H", "H", "H", "H", "H", "H", "H", "H", "H", "H", "C", "C", "N", "C", "C", "C", "C", "H", "H", "H", "H", "H", "H", "H", "H", "H", "H", "H", "H", "H", "H", "H", "C", "C", "N", "C", "C", "C", "C", "H", "H", "H", "H", "H", "H", "H", "H", "H", "H", "H", "H", "H", "H", "H"],
  "positions_angstrom": [[2.46, -1.76, -0.04], [1.24, -2.60, -0.73], [-0.20, -1.97, -0.41], [-0.94, -2.63, 0.67], [-2.23, -2.21, 1.14], [-2.92, -0.99, 0.45], [-4.62, -0.52, 1.17], [-5.73, -1.07, 0.26], [-4.77, 1.18, 1.38], [-4.73, -1.22, 2.71], [-2.24, -0.21, -0.75], [-2.98, 1.01, -1.47], [-4.47, 0.68, -1.99], [-4.82, 1.28, -3.31], [-5.75, 0.26, -3.95], [-6.38, 0.76, -5.35], [-5.73, 2.48, -3.13], [-5.38, 3.93, -3.74], [-6.83, 2.40, -2.50], [-0.80, -0.73, -1.17], [0.03, -0.01, -2.33], [0.47, -0.98, -3.54], [2.10, -1.01, -3.72], [2.62, -0.10, -4.93], [4.09, 0.27, -4.79], [4.29, 1.29, -3.76], [3.40, 2.61, -3.57], [5.27, 1.15, -2.95], [2.10, -1.05, 0.78], [3.15, -2.53, 0.49], [3.11, -1.25, -0.82], [1.28, -3.64, -0.23], [1.42, -2.80, -1.85], [-0.52, -3.46, 1.13], [-2.78, -2.76, 1.98], [-3.86, 1.56, 1.54], [-4.18, -0.75, 3.38], [-3.10, 1.85, -0.68], [-2.41, 1.47, -2.34], [-5.21, 0.98, -1.15], [-4.59, -0.47, -2.07], [-5.19, -0.73, -4.16], [-6.62, -0.04, -3.24], [-5.60, 1.39, -5.88], [-6.55, -0.18, -5.99], [-7.41, 1.26, -5.25], [-5.48, 4.71, -2.89], [-4.37, 3.98, -4.28], [-6.23, 4.21, -4.48], [1.01, 0.36, -1.84], [-0.47, 0.91, -2.78], [0.16, -2.08, -3.38], [0.07, -0.66, -4.57], [2.65, -0.66, -2.77], [2.45, -2.10, -3.90], [2.57, -0.72, -5.91], [2.01, 0.85, -5.10], [4.65, -0.57, -4.58], [2.28, 2.40, -3.68], [3.76, 3.47, -4.26], [3.57, 2.99, -2.50], [-2.70, -6.56, 7.07], [-3.51, -5.29, 7.31], [-3.09, -4.16, 6.49], [-3.65, -2.88, 6.93], [-5.17, -2.71, 6.85], [-3.09, -4.38, 5.05], [-4.40, -4.80, 4.39], [-1.63, -6.38, 7.18], [-2.99, -7.33, 7.79], [-2.88, -6.97, 6.07], [-3.37, -5.03, 8.37], [-4.58, -5.52, 7.19], [-3.17, -2.07, 6.38], [-3.35, -2.73, 7.97], [-5.50, -2.57, 5.83], [-5.46, -1.82, 7.41], [-5.71, -3.56, 7.29], [-2.34, -5.14, 4.82], [-2.72, -3.47, 4.55], [-4.91, -5.60, 4.95], [-4.20, -5.19, 3.39], [-5.09, -3.96, 4.28], [6.29, 4.18, 1.86], [6.66, 3.53, 0.53], [6.94, 4.49, -0.53], [7.00, 3.89, -1.86], [8.11, 2.87, -2.13], [7.98, 5.48, -0.25], [9.37, 4.96, 0.12], [5.47, 4.88, 1.75], [5.98, 3.41, 2.58], [7.14, 4.71, 2.30], [5.80, 2.92, 0.23], [7.50, 2.84, 0.69], [7.05, 4.68, -2.61], [6.04, 3.39, -2.04], [9.08, 3.36, -2.25], [7.90, 2.34, -3.06], [8.18, 2.12, -1.34], [7.64, 6.12, 0.57], [8.08, 6.16, -1.10], [9.34, 4.15, 0.85], [9.96, 5.77, 0.56], [9.92, 4.61, -0.76]]
}

---

[4]
{
  "formula": "C31H63N5O9",
  "method": "ωB97M-V/def2-TZVPD",
  "smiles": "c1cc[nH]c1.CNC(C)=O.CNC(C)=O.CNC(C)=O.CNC(C)=O.CC(C)=O.CC(C)=O.CC(C)=O.CC(C)=O.CC(C)=O",
  "spin_multiplicity": 1,
  "orbital_gap_ev": 8.82,
  "homo_energy_ev": -8.47,
  "e_above_lowest_kcal_mol": 0.0,
  "elements": ["C", "C", "C", "N", "C", "H", "H", "H", "H", "H", "C", "N", "C", "C", "O", "H", "H", "H", "H", "H", "H", "H", "C", "N", "C", "C", "O", "H", "H", "H", "H", "H", "H", "H", "C", "N", "C", "C", "O", "H", "H", "H", "H", "H", "H", "H", "C", "N", "C", "C", "O", "H", "H", "H", "H", "H", "H", "H", "C", "C", "C", "O", "H", "H", "H", "H", "H", "H", "C", "C", "C", "O", "H", "H", "H", "H", "H", "H", "C", "C", "C", "O", "H", "H", "H", "H", "H", "H", "C", "C", "C", "O", "H", "H", "H", "H", "H", "H", "C", "C", "C", "O", "H", "H", "H", "H", "H", "H"],
  "positions_angstrom": [[-0.27, 0.71, -1.57], [0.65, -0.11, -0.85], [0.22, -0.26, 0.41], [-1.04, 0.32, 0.47], [-1.36, 0.98, -0.67], [-0.08, 1.04, -2.58], [1.59, -0.43, -1.28], [0.59, -0.76, 1.29], [-1.58, 0.36, 1.33], [-2.27, 1.55, -0.79], [-0.76, -2.32, 3.97], [0.68, -2.43, 3.82], [1.21, -3.17, 2.86], [2.67, -3.04, 2.73], [0.59, -4.03, 2.24], [-1.40, -2.65, 3.15], [-0.92, -1.24, 4.07], [-1.11, -2.83, 4.87], [1.26, -1.99, 4.52], [2.84, -2.65, 1.73], [3.15, -4.02, 2.76], [3.16, -2.41, 3.48], [6.83, 1.87, -2.87], [6.10, 0.65, -2.81], [4.83, 0.42, -3.14], [4.32, -1.01, -3.02], [4.13, 1.28, -3.61], [6.50, 2.66, -2.19], [6.81, 2.28, -3.88], [7.91, 1.76, -2.73], [6.52, -0.16, -2.38], [5.02, -1.75, -3.40], [3.31, -1.11, -3.42], [4.17, -1.25, -1.97], [-3.77, 2.51, 1.73], [-4.16, 1.77, 2.90], [-3.60, 0.63, 3.37], [-4.27, 0.04, 4.64], [-2.68, 0.09, 2.77], [-2.69, 2.39, 1.64], [-4.05, 3.56, 1.85], [-4.25, 2.12, 0.83], [-5.02, 2.08, 3.34], [-5.30, 0.36, 4.76], [-3.75, 0.33, 5.55], [-4.30, -1.05, 4.53], [0.27, 3.72, 1.89], [-0.47, 3.71, 3.14], [-0.47, 2.69, 4.02], [0.49, 1.50, 3.83], [-1.21, 2.66, 5.01], [1.35, 3.67, 2.00], [0.02, 4.60, 1.29], [0.14, 2.87, 1.23], [-0.98, 4.54, 3.40], [1.47, 1.86, 4.12], [0.64, 1.27, 2.77], [0.22, 0.63, 4.43], [-3.14, -1.85, -1.07], [-3.63, -3.12, -0.45], [-3.33, -3.19, 1.02], [-4.48, -3.83, -1.03], [-2.05, -1.86, -0.98], [-3.43, -0.94, -0.56], [-3.37, -1.89, -2.14], [-3.90, -4.00, 1.50], [-3.66, -2.22, 1.40], [-2.27, -3.33, 1.20], [-2.08, 4.07, -3.99], [-2.17, 4.01, -2.47], [-0.95, 4.35, -1.71], [-3.20, 3.65, -1.93], [-1.26, 3.45, -4.36], [-1.90, 5.10, -4.27], [-2.95, 3.57, -4.43], [-0.81, 5.43, -1.83], [-0.08, 3.84, -2.11], [-0.99, 3.97, -0.70], [1.29, -3.37, -1.60], [0.94, -4.74, -1.05], [-0.53, -5.07, -0.79], [1.80, -5.62, -0.87], [2.36, -3.24, -1.48], [0.70, -2.59, -1.10], [1.00, -3.43, -2.65], [-0.97, -4.31, -0.15], [-0.68, -5.95, -0.15], [-1.19, -5.24, -1.65], [-2.62, 0.28, -4.39], [-3.61, -0.56, -5.15], [-3.75, -0.32, -6.67], [-4.19, -1.54, -4.63], [-2.84, 0.29, -3.32], [-2.73, 1.31, -4.74], [-1.60, -0.12, -4.47], [-3.99, 0.71, -6.94], [-4.49, -0.98, -7.12], [-2.81, -0.52, -7.18], [3.78, 0.67, 2.52], [5.09, 1.06, 1.82], [6.08, 0.00, 1.46], [5.34, 2.27, 1.54], [3.69, 1.29, 3.41], [3.87, -0.37, 2.82], [2.90, 0.71, 1.88], [6.77, -0.22, 2.28], [6.60, 0.46, 0.61], [5.56, -0.88, 1.10]]
}